# 1
ORCA calculation (wB97M-V/def2-TZVPD) on C37H39N4PtS2Si as an isolated structure at a distorted geometry.

Calculated values
Molar mass ... 827.05 g/mol
HOMO level ... -10.30 eV
Energy relative to the best compared isomer or geometry (same formula, charge and spin) ... 54.8 kcal per mole
Gap between HOMO and LUMO ... 6.20 eV
Total charge ... +1

The geometry in XYZ format:
```
84
Properties=species:S:1:pos:R:3:forces:R:3:mulliken_charge:R:1
Pt 1.28816 0.01424 1.35647 0.4552 -1.4020 0.0048 0.423
C -4.67890 -4.05500 1.60568 0.0038 -0.0115 0.0293 -1.661
C -4.25372 -3.10266 0.48021 0.0466 -0.0036 -0.0181 1.839
C -4.53457 -1.66886 0.92929 -0.0319 0.0199 -0.0071 -1.781
C -5.08109 -3.39259 -0.77946 -0.0024 -0.0080 -0.0194 -1.715
C -2.77442 -3.31952 0.16753 -0.0263 -0.0769 -0.0132 -0.095
C -2.32513 -4.60694 -0.20938 -0.1039 0.0332 -0.0019 -0.212
C -1.01652 -4.87393 -0.52940 0.1210 0.1078 -0.0255 -1.253
C -0.09723 -3.82334 -0.44914 -0.1027 -0.1361 0.0078 1.023
S 1.59509 -3.81039 -0.81888 -0.0430 -0.0851 -0.1433 -0.364
C 1.63939 -2.14410 -0.42332 0.5034 0.2805 -0.1429 0.427
N 0.51618 -1.61704 -0.02800 0.1450 0.2183 0.2907 0.510
C -0.51042 -2.55537 -0.05194 -0.0286 0.2942 0.0107 -1.642
C -1.85458 -2.29634 0.22960 0.0477 0.0102 -0.0363 -0.008
C 2.85482 -1.30866 -0.40631 -0.6958 -0.2118 0.1873 0.463
C 4.10554 -1.87188 -0.32762 0.4642 0.0412 0.1957 -1.120
C 5.23062 -1.05942 -0.17439 -0.1443 -0.2342 -0.0368 -0.924
C 5.10283 0.31543 -0.06309 -0.2418 0.1266 0.0326 -0.752
C 3.85012 0.89312 -0.19684 0.2646 0.0263 0.0337 -1.069
C 2.67557 0.12557 -0.38264 -0.0673 0.3131 -0.8357 1.367
H -5.73128 -3.89677 1.84618 -0.0009 -0.0018 -0.0012 0.447
H -4.09293 -3.87928 2.51009 -0.0004 0.0041 -0.0034 0.365
H -4.55845 -5.10126 1.32400 0.0010 0.0040 -0.0021 0.355
H -5.59381 -1.56656 1.16744 0.0002 -0.0014 -0.0018 0.476
H -4.30363 -0.94638 0.14304 0.0119 -0.0039 -0.0017 0.302
H -3.96893 -1.40292 1.82589 -0.0034 -0.0091 0.0017 0.315
H -6.14342 -3.25894 -0.56854 0.0027 0.0001 0.0068 0.461
H -4.93706 -4.41519 -1.13009 -0.0069 0.0003 0.0039 0.351
H -4.80672 -2.71606 -1.59118 0.0081 0.0004 0.0037 0.363
H -3.04131 -5.41596 -0.26829 0.0090 0.0000 0.0081 0.472
H -0.71236 -5.86388 -0.83977 0.0101 -0.0070 0.0099 0.421
H -2.14900 -1.28724 0.47488 0.0176 0.0138 0.0273 0.670
H 4.22317 -2.94761 -0.36143 -0.0221 0.0004 0.0528 0.472
H 6.21153 -1.51451 -0.13026 -0.0070 -0.0117 0.0035 0.431
H 5.97594 0.93640 0.08527 -0.0081 0.0210 -0.0413 0.543
H 3.74127 1.97029 -0.22440 0.0552 -0.0035 -0.0131 0.807
C 3.44941 1.85974 2.65349 0.0303 -0.1183 -0.0102 -1.621
N 2.39420 0.85866 2.79561 0.1965 0.7732 0.3863 0.153
C 2.06244 0.53831 4.01616 0.0590 0.1186 0.0291 0.642
C 0.96509 -0.29834 4.19101 -0.0075 -0.0057 -0.0292 -0.258
C 0.25125 -0.83298 5.26325 -0.1372 -0.0264 -0.0706 -1.108
C -0.84535 -1.47949 4.69774 0.0035 0.0218 0.1106 -0.846
C -0.75983 -1.31481 3.31154 0.1723 0.0644 -0.1163 -0.436
N 0.34000 -0.60537 3.00653 -0.6561 -0.3631 0.1709 0.375
C 3.07093 3.16199 1.98656 0.0233 0.0481 -0.0190 0.364
C 4.05556 4.14902 1.93533 0.0273 -0.0293 -0.0808 -0.528
C 3.81338 5.36094 1.31279 -0.0338 0.0060 -0.0048 -0.628
C 2.57509 5.60723 0.72966 0.0321 -0.0138 0.0100 -0.537
C 1.59001 4.63659 0.78818 -0.0140 -0.0232 0.0042 -0.745
C 1.83286 3.41863 1.41653 -0.0327 0.0438 0.0852 0.172
H 4.27584 1.40606 2.10778 0.0536 0.0214 -0.0040 0.108
H 3.83514 2.08525 3.64983 -0.0274 -0.0137 0.0252 0.740
H 2.61552 0.95129 4.85250 0.0297 0.0079 -0.0226 0.446
H 0.49832 -0.73958 6.30774 -0.0042 -0.0124 0.0064 0.490
H -1.62560 -2.01177 5.21586 0.0025 -0.0046 0.0100 0.483
H -1.42472 -1.69267 2.55382 0.0254 -0.0219 0.0038 0.510
H 5.02459 3.96398 2.38726 -0.0056 -0.0021 0.0089 0.432
H 4.58729 6.11653 1.28723 -0.0002 0.0043 -0.0062 0.417
H 2.38195 6.55395 0.24350 -0.0031 0.0023 -0.0035 0.404
H 0.61797 4.82294 0.34913 -0.0055 0.0013 -0.0011 0.462
H 1.04406 2.68096 1.46654 0.0189 0.0115 -0.0001 0.570
C -1.81967 2.70557 -4.92891 -0.1052 0.0417 -0.0482 -1.169
Si -0.45182 1.64911 -4.23107 -0.0141 -0.0259 0.0957 0.284
C 1.18186 2.49118 -4.53715 0.1060 0.0779 -0.0102 -1.125
C -0.47997 -0.05030 -4.98093 0.0366 -0.1388 -0.0845 -1.065
C -0.83261 1.46586 -2.37146 -0.0225 0.0654 0.0647 0.316
C -2.15507 1.62173 -1.96325 -0.0278 0.0638 0.0307 -0.144
C -2.52811 1.53008 -0.62595 0.0056 -0.0253 -0.0558 -1.145
C -1.53935 1.29302 0.30078 0.0901 0.1122 0.0362 -0.871
N -0.26079 1.12286 -0.05241 -0.3553 0.2961 -0.1636 0.409
C 0.07042 1.18913 -1.33226 0.0806 -0.1215 0.0689 0.434
S 1.77109 0.91830 -1.76889 -0.1622 -0.1378 0.0212 -0.318
H -1.53127 3.07120 -5.91650 -0.0027 -0.0157 -0.0045 0.362
H -2.01879 3.57673 -4.30149 0.0076 0.0207 -0.0259 0.379
H -2.75330 2.15318 -5.05214 -0.0080 0.0113 0.0221 0.335
H 1.15215 2.92988 -5.53754 0.0225 0.0024 -0.0023 0.406
H 2.02337 1.79920 -4.50431 -0.0040 0.0115 0.0021 0.297
H 1.37851 3.29905 -3.82942 -0.0056 0.0073 -0.0120 0.369
H -0.32787 0.00407 -6.06151 0.0004 -0.0114 0.0071 0.395
H -1.43827 -0.54216 -4.80245 0.0049 -0.0099 -0.0003 0.331
H 0.31005 -0.67967 -4.56519 -0.0103 -0.0068 0.0085 0.291
H -2.91736 1.83034 -2.70428 -0.0061 -0.0046 0.0074 0.409
H -3.55698 1.64604 -0.31522 0.0035 0.0363 -0.0028 0.557
H -1.74640 1.24210 1.36478 -0.0116 -0.0468 -0.0022 0.496
```
Positions in Å, forces in eV/Å.

---

# 2
ORCA calculation (wB97M-V/def2-TZVPD) on a 2-piece molecular cluster, C10H25N3O5P overall at a distorted geometry.

Calculated values
Molar mass ... 298.30 g/mol
HOMO level ... -12.17 eV
Gap between HOMO and LUMO ... 7.32 eV
Total charge ... +1

The geometry in XYZ format:
```
44
Properties=species:S:1:pos:R:3:forces:R:3:mulliken_charge:R:1
C -0.78291 2.78672 -1.53688 1.6006 1.6264 -0.7359 -0.740
N -1.80550 2.03390 -0.68968 -4.4117 1.7188 -0.8788 0.004
C -3.12892 2.38689 -0.78682 -2.0963 -0.6205 -0.8087 0.485
N -4.34858 1.82690 -0.02480 0.9743 0.8583 0.1626 -0.450
C -4.82567 3.11681 0.67459 2.5422 1.0437 -0.2594 -0.450
C -4.54775 4.24905 -0.52336 0.4299 2.0304 1.2221 0.074
O -5.67576 5.07519 -0.98086 2.3514 -0.5371 0.1137 -0.529
N -3.81765 3.47334 -1.62404 1.6084 0.1028 1.2428 -0.466
H -1.22652 3.78029 -2.02489 0.4001 -2.4595 1.3614 0.321
H 0.09810 3.16972 -0.82939 -1.9381 -1.2787 -1.5424 0.321
H -0.37310 2.14673 -2.44252 -0.9034 1.0714 2.3109 0.289
H -1.55595 1.24439 -0.02090 -0.2808 1.2582 -1.1012 0.260
H -5.10721 1.74952 -0.74728 1.3225 -0.5403 0.4214 0.331
H -3.87869 3.32460 1.37107 -2.7849 -0.2316 -0.6649 0.275
H -5.87442 3.10903 1.19330 2.2189 -0.2700 -1.1944 0.331
H -3.75000 4.98391 -0.07466 -1.4713 -1.3988 -0.9139 0.266
H -5.34341 6.00642 -1.20998 -0.5010 -2.1330 0.5033 0.377
H -4.52103 3.13525 -2.32426 1.0931 -0.1924 0.8167 0.313
O 1.24185 -0.67080 0.49334 -1.2610 -1.9061 3.8687 -0.737
P 1.59768 -2.17728 0.52712 3.6119 0.7714 -8.7038 1.025
O 3.15409 -1.96349 -0.02136 -0.0233 0.0022 1.3441 -0.349
C 4.01532 -1.02373 0.59945 0.7036 0.3782 0.0900 -0.176
C 4.88359 -1.68162 1.65988 0.0327 0.0269 0.0266 -1.122
O 0.90351 -2.53131 -0.94590 -0.7445 -0.6432 1.3447 -0.350
C -0.15023 -1.71972 -1.44388 -0.1153 0.1714 -0.1272 -0.404
C 0.39514 -0.60198 -2.31857 0.1826 0.0878 -0.1809 -0.881
O 1.99526 -3.86055 0.56486 -2.5720 1.5251 2.0767 -0.321
C 2.85741 -4.41511 1.53146 0.6300 -0.4582 0.3475 -0.024
C 2.42372 -4.14114 2.95391 -0.1726 -0.3127 0.1489 -1.112
H 3.46516 -0.18670 1.03740 -0.1064 -0.1031 -0.1352 0.274
H 4.66261 -0.61507 -0.18112 -0.1328 -0.0600 -0.0713 0.326
H 4.27139 -2.04581 2.48713 0.0303 0.0207 0.0645 0.227
H 5.60758 -0.96911 2.06716 -0.1013 -0.0523 -0.0745 0.407
H 5.43107 -2.53119 1.24580 0.0088 0.1174 -0.0048 0.272
H -0.76047 -1.32960 -0.62213 0.1254 0.0211 -0.0764 0.257
H -0.80835 -2.35568 -2.04592 0.2071 -0.0987 0.1339 0.378
H 1.24961 -0.09299 -1.86628 -0.1672 -0.0728 0.1863 0.320
H -0.38176 0.14393 -2.52432 0.0117 -0.2534 -0.0972 0.161
H 0.74782 -1.00719 -3.26826 -0.1024 0.0338 -0.0102 0.354
H 3.88154 -4.09144 1.34190 -0.0829 0.2488 0.0217 0.146
H 2.85861 -5.50014 1.37109 -0.2221 0.1882 -0.1649 0.326
H 2.22548 -3.07905 3.12190 0.1432 0.1464 -0.0074 0.331
H 3.19655 -4.46992 3.65496 -0.1183 0.1053 -0.0466 0.352
H 1.50082 -4.68197 3.18172 0.0808 0.0679 -0.0084 0.311
```
Positions in Å, forces in eV/Å.